(1)
ORCA calculation (ωB97M-V/def2-TZVPD) on a structure of composition C23H56LuN4O2P3.

XYZ file:
```
89
Properties=species:S:1:pos:R:3:lowdin_charge:R:1
Lu 0.20 -0.23 -0.45 1.56
P -0.51 -1.63 -2.55 0.95
P -0.52 3.42 -0.58 0.99
N 0.91 1.08 -2.28 -0.27
C 1.03 -1.20 -3.46 -0.30
H 1.83 -1.88 -3.12 0.09
H 0.85 -1.44 -4.52 0.08
C 1.54 0.25 -3.36 -0.26
H 2.61 0.24 -3.15 0.12
H 1.40 0.77 -4.32 0.13
C 1.57 2.43 -2.31 -0.23
H 1.29 2.91 -3.26 0.13
H 2.65 2.25 -2.33 0.12
C 1.22 3.31 -1.12 -0.26
H 1.53 4.35 -1.36 0.10
H 1.82 3.01 -0.24 0.09
C -0.38 3.81 1.20 -0.47
C 0.12 2.63 2.05 -0.11
H 1.07 2.21 1.70 0.05
H -0.63 1.82 2.11 0.07
H 0.30 2.98 3.08 0.09
C -1.39 4.72 -1.48 -0.49
C -2.91 4.61 -1.27 -0.10
H -3.40 5.28 -1.98 0.09
H -3.22 4.93 -0.27 0.07
H -3.29 3.60 -1.45 0.07
C -1.83 -1.96 -3.75 -0.54
C -3.06 -2.58 -3.05 -0.09
H -3.87 -2.66 -3.79 0.10
H -3.41 -1.93 -2.24 0.08
H -2.86 -3.58 -2.66 0.07
C -0.06 -3.13 -1.56 -0.56
C -1.03 -3.33 -0.37 -0.11
H -0.46 -3.46 0.57 0.05
H -1.64 -4.23 -0.52 0.10
H -1.73 -2.49 -0.22 0.06
C -1.33 1.93 -1.20 -0.59
C -0.82 6.12 -1.18 -0.09
H 0.06 6.12 -0.54 0.07
H -0.53 6.58 -2.14 0.09
H -1.58 6.77 -0.73 0.09
C -1.37 -2.74 -4.99 -0.09
H -2.25 -3.06 -5.56 0.10
H -0.77 -2.10 -5.66 0.08
H -0.78 -3.63 -4.76 0.06
C 0.08 -4.38 -2.44 -0.10
H 0.43 -5.22 -1.82 0.09
H -0.87 -4.68 -2.89 0.08
H 0.83 -4.24 -3.23 0.08
C -1.65 4.44 1.80 -0.08
H -2.51 3.76 1.72 0.10
H -1.47 4.64 2.87 0.09
H -1.90 5.40 1.34 0.07
H 0.41 4.58 1.22 0.12
H 0.95 -2.91 -1.15 0.07
H -1.18 4.48 -2.53 0.12
H -2.11 -0.95 -4.08 0.12
O -1.58 0.89 -0.45 -0.45
H -0.14 1.32 -2.56 0.09
H -1.75 2.06 -2.24 0.09
C -1.58 -1.58 3.14 -0.06
N -0.25 -1.15 3.62 -0.27
C -0.26 -0.06 4.60 -0.08
P 1.06 -1.42 2.70 0.56
O 1.00 -0.70 1.36 -0.49
N 2.38 -0.79 3.43 -0.30
C 3.43 -0.18 2.59 -0.08
C 2.87 -1.33 4.70 -0.07
N 1.11 -3.03 2.30 -0.30
C 0.80 -4.03 3.34 -0.07
C 2.25 -3.43 1.44 -0.09
H -1.76 -2.64 3.36 0.08
H -1.71 -1.42 2.06 0.07
H -2.33 -0.99 3.67 0.10
H -0.23 -0.47 5.62 0.10
H 0.60 0.61 4.46 0.08
H -1.19 0.51 4.49 0.09
H 3.00 0.56 1.91 0.06
H 4.14 0.32 3.26 0.10
H 3.97 -0.94 2.00 0.09
H 3.59 -0.61 5.12 0.10
H 2.05 -1.46 5.42 0.08
H 3.39 -2.29 4.56 0.09
H -0.25 -3.98 3.62 0.07
H 1.01 -5.02 2.92 0.10
H 1.42 -3.91 4.24 0.09
H 2.30 -2.78 0.55 0.06
H 3.21 -3.39 1.97 0.10
H 2.07 -4.46 1.10 0.10
```

Calculated values
frontier orbital gap (spin up / spin down)	5.19 / 5.19	eV
total charge	+2
LUMO level (spin up / spin down)	-5.22 / -5.22	eV

(2)
ORCA calculation (ωB97M-V/def2-TZVPD) on a cluster of 3 separate species, C23H56N2O11P3 in total.

XYZ file:
```
95
Properties=species:S:1:pos:R:3:lowdin_charge:R:1
C -4.06 -1.32 2.98 -0.09
O -3.55 -1.83 1.76 -0.19
C -2.60 -0.97 1.15 -0.22
C -3.27 0.24 0.49 -0.16
C -4.04 -0.24 -0.75 -0.19
C -5.39 0.46 -0.89 -0.15
C -6.35 0.08 0.24 -0.11
N -7.69 -0.44 -0.20 -0.07
C -7.66 -1.53 -1.22 -0.11
C -6.84 -2.71 -0.72 -0.13
C -7.56 -3.31 0.51 -0.15
C -8.03 -2.25 1.54 -0.15
C -8.54 -0.94 0.95 -0.28
P -8.87 0.37 2.23 0.50
N -7.85 0.43 3.38 -0.11
O -10.36 0.11 2.75 -0.10
O -8.88 1.80 1.48 -0.12
H -3.60 -1.81 3.84 0.10
H -5.13 -1.54 3.02 0.06
H -3.92 -0.24 3.08 0.09
H -1.83 -0.65 1.86 0.13
H -2.12 -1.55 0.37 0.13
H -3.89 0.79 1.20 0.11
H -2.46 0.90 0.17 0.12
H -3.46 0.04 -1.63 0.12
H -4.14 -1.32 -0.76 0.10
H -5.80 0.33 -1.90 0.11
H -5.19 1.53 -0.81 0.12
H -6.52 0.96 0.86 0.12
H -5.90 -0.66 0.91 0.11
H -8.18 0.35 -0.61 0.18
H -8.68 -1.90 -1.35 0.14
H -7.34 -1.19 -2.20 0.13
H -5.84 -2.42 -0.42 0.10
H -6.84 -3.46 -1.50 0.13
H -8.35 -3.99 0.22 0.12
H -6.81 -3.91 1.02 0.12
H -8.88 -2.68 2.07 0.13
H -7.24 -2.11 2.27 0.09
H -9.52 -1.15 0.50 0.13
H -7.11 -0.25 3.28 -0.03
H -10.87 -0.38 2.09 0.08
H -9.45 1.82 0.70 0.09
O 1.38 0.79 2.70 -0.23
P 2.79 1.18 2.79 0.44
O 3.53 0.90 1.39 -0.18
C 3.15 1.65 0.23 -0.27
C 3.62 3.10 0.28 -0.08
O 3.51 0.00 3.65 -0.20
C 2.75 -0.99 4.33 -0.29
C 2.60 -2.24 3.49 -0.07
O 3.73 2.34 3.35 -0.18
C 3.23 3.21 4.39 -0.25
C 2.95 2.48 5.69 -0.07
H 2.06 1.61 0.10 0.11
H 3.61 1.15 -0.62 0.11
H 3.09 3.66 1.06 0.07
H 3.43 3.59 -0.67 0.08
H 4.68 3.15 0.51 0.07
H 1.77 -0.60 4.63 0.10
H 3.29 -1.22 5.25 0.12
H 2.24 -2.00 2.48 0.07
H 1.90 -2.94 3.95 0.08
H 3.56 -2.75 3.38 0.08
H 2.33 3.72 4.03 0.12
H 3.99 3.97 4.54 0.12
H 2.11 1.78 5.58 0.07
H 2.70 3.18 6.47 0.08
H 3.82 1.90 5.99 0.09
O 8.93 0.17 -3.53 -0.21
P 7.69 0.39 -4.30 0.44
O 7.64 1.88 -4.86 -0.18
C 8.61 2.31 -5.83 -0.27
C 8.36 1.70 -7.20 -0.08
O 6.52 0.48 -3.19 -0.20
C 6.76 0.15 -1.82 -0.29
C 7.10 1.39 -1.01 -0.06
O 6.76 -0.33 -5.39 -0.18
C 6.87 -1.76 -5.57 -0.25
C 6.45 -2.54 -4.34 -0.07
H 9.61 2.07 -5.48 0.11
H 8.52 3.39 -5.89 0.12
H 8.54 0.63 -7.20 0.07
H 9.03 2.15 -7.94 0.08
H 7.33 1.86 -7.51 0.08
H 7.55 -0.60 -1.73 0.10
H 5.84 -0.30 -1.44 0.11
H 7.89 1.98 -1.48 0.08
H 7.42 1.11 0.00 0.08
H 6.22 2.03 -0.91 0.06
H 7.90 -2.01 -5.85 0.12
H 6.24 -2.01 -6.42 0.12
H 7.14 -2.38 -3.51 0.07
H 6.42 -3.60 -4.56 0.08
H 5.46 -2.22 -4.01 0.09
```

Calculated values
frontier orbital gap	7.98	eV
total charge	+1
LUMO level	-3.38	eV

(3)
ORCA calculation (ωB97M-V/def2-TZVPD) on a cluster of 2 separate species, C23H56O3P2 in total.

XYZ file:
```
84
Properties=species:S:1:pos:R:3:lowdin_charge:R:1
C -4.70 -1.41 -2.00 -0.06
C -3.51 -0.96 -1.07 -0.32
O -4.07 -0.59 0.17 -0.18
C -4.12 -1.69 1.09 -0.18
C -5.56 -1.95 1.65 -0.21
O -5.41 -2.80 2.76 -0.21
C -5.62 -4.19 2.45 -0.31
P -4.01 -5.27 2.42 0.40
O -3.64 -4.66 4.03 -0.40
C -4.39 -6.04 0.71 -0.43
C -3.79 -5.29 -0.53 -0.20
H -4.34 -1.51 -3.04 0.07
H -5.17 -2.33 -1.61 0.06
H -5.46 -0.61 -1.88 0.08
H -3.03 -0.09 -1.57 0.11
H -2.73 -1.75 -1.01 0.10
H -3.43 -1.56 1.94 0.13
H -3.84 -2.61 0.54 0.08
H -5.97 -0.98 1.99 0.12
H -6.17 -2.37 0.83 0.11
H -6.22 -4.60 3.30 0.08
H -6.25 -4.35 1.55 0.07
H -3.21 -4.19 1.86 -0.02
H -2.79 -6.10 2.45 -0.03
H -4.74 -6.38 3.02 -0.01
H -2.69 -4.63 4.06 -0.02
H -3.94 -7.06 0.71 0.05
H -5.48 -6.18 0.50 0.05
H -4.56 -4.62 -0.97 0.04
H -2.94 -4.62 -0.27 0.03
H -3.44 -5.96 -1.33 0.05
C -1.44 2.42 0.70 -0.09
C -0.16 2.85 1.40 -0.25
C 0.63 3.87 0.59 -0.22
C 1.41 3.30 -0.61 -0.26
P 2.93 2.41 -0.31 1.01
C 3.90 3.47 0.80 -0.27
C 4.19 4.93 0.43 -0.22
C 5.18 5.21 -0.71 -0.26
C 6.50 4.46 -0.62 -0.10
C 3.86 2.30 -1.84 -0.27
C 3.40 1.48 -3.05 -0.22
C 3.36 -0.04 -2.89 -0.25
C 4.63 -0.66 -2.31 -0.10
C 2.85 0.90 0.64 -0.26
C 2.13 -0.42 0.29 -0.21
C 0.76 -0.33 -0.39 -0.25
C -0.37 -0.76 0.54 -0.09
H -1.25 2.01 -0.30 0.06
H -1.97 1.66 1.28 0.08
H -2.12 3.27 0.58 0.08
H 0.45 1.98 1.64 0.08
H -0.43 3.30 2.36 0.12
H 1.33 4.39 1.25 0.09
H -0.06 4.63 0.21 0.12
H 1.72 4.17 -1.22 0.10
H 0.75 2.74 -1.27 0.09
H 4.83 2.94 1.04 0.10
H 3.35 3.48 1.74 0.10
H 4.58 5.41 1.33 0.12
H 3.25 5.44 0.20 0.10
H 5.39 6.28 -0.72 0.11
H 4.71 5.02 -1.67 0.08
H 7.13 4.87 0.18 0.08
H 7.05 4.55 -1.55 0.08
H 6.38 3.39 -0.42 0.05
H 4.90 2.06 -1.60 0.09
H 3.87 3.32 -2.22 0.08
H 4.07 1.71 -3.88 0.12
H 2.40 1.82 -3.35 0.11
H 3.14 -0.50 -3.85 0.12
H 2.51 -0.28 -2.26 0.07
H 5.44 -0.65 -3.05 0.08
H 4.44 -1.70 -2.04 0.08
H 4.98 -0.16 -1.41 0.06
H 2.51 1.19 1.64 0.10
H 3.90 0.62 0.80 0.11
H 2.05 -1.00 1.21 0.12
H 2.80 -1.03 -0.32 0.09
H 0.73 -1.01 -1.25 0.11
H 0.58 0.67 -0.79 0.07
H -0.31 -1.83 0.75 0.10
H -1.33 -0.56 0.08 0.04
H -0.32 -0.23 1.49 0.08
```

Calculated values
frontier orbital gap	4.09	eV
LUMO level	-0.79	eV

(4)
ORCA calculation (ωB97M-V/def2-TZVPD) on a structure of composition C23H57AgO17S3.

XYZ file:
```
101
Properties=species:S:1:pos:R:3:lowdin_charge:R:1
Ag 1.36 1.60 3.55 0.81
C 0.33 0.28 -0.49 0.02
C 0.67 0.78 0.91 -0.76
O 0.32 0.01 1.86 -0.12
O 1.33 1.78 1.12 -0.07
H 0.32 1.05 -1.27 0.04
H -0.66 -0.17 -0.52 0.06
H 1.07 -0.45 -0.83 0.07
C 0.39 4.06 -1.71 -0.10
O 0.46 4.07 -3.13 -0.17
C 0.39 2.77 -3.67 -0.22
C -0.95 2.08 -3.66 -0.18
O -1.98 2.72 -4.48 -0.18
C -2.65 3.75 -3.81 -0.13
H 1.25 3.54 -1.30 0.08
H -0.52 3.68 -1.24 0.08
H 0.51 5.10 -1.40 0.09
H 0.93 2.09 -3.02 0.10
H 0.89 2.72 -4.64 0.13
H -1.31 2.04 -2.64 0.10
H -0.91 1.04 -4.02 0.13
H -3.44 4.05 -4.50 0.09
H -1.96 4.53 -3.47 0.08
H -3.17 3.42 -2.91 0.08
C 4.46 3.64 0.99 -0.09
O 5.33 2.78 0.22 -0.17
C 4.95 1.40 0.42 -0.21
C 5.17 0.80 1.81 -0.18
O 6.59 0.69 1.99 -0.17
C 7.16 1.72 2.76 -0.12
H 4.76 4.66 0.77 0.09
H 4.75 3.53 2.04 0.07
H 3.40 3.48 0.80 0.07
H 5.45 0.85 -0.38 0.12
H 3.95 1.17 0.06 0.10
H 4.74 -0.19 1.91 0.12
H 4.68 1.46 2.52 0.10
H 7.09 2.68 2.25 0.08
H 8.22 1.53 2.88 0.09
H 6.70 1.78 3.74 0.09
C 2.03 -2.14 -4.41 -0.10
O 2.68 -3.41 -4.24 -0.18
C 1.76 -4.45 -3.97 -0.19
C 0.84 -4.31 -2.74 -0.21
O -0.27 -3.50 -2.88 -0.18
C -0.83 -3.18 -1.67 -0.14
H 1.60 -1.67 -3.53 0.07
H 1.27 -2.20 -5.18 0.09
H 2.77 -1.45 -4.81 0.09
H 2.35 -5.37 -3.91 0.13
H 1.12 -4.55 -4.84 0.12
H 1.46 -3.84 -1.98 0.11
H 0.36 -5.27 -2.54 0.14
H -1.05 -4.11 -1.15 0.10
H -1.77 -2.67 -1.89 0.08
H -0.23 -2.49 -1.06 0.07
O 0.35 -5.65 0.70 -0.30
S 1.07 -4.57 1.37 0.67
O 1.98 -4.94 2.48 -0.31
O 1.98 -3.79 0.25 -0.29
C 2.75 -2.63 0.66 -0.22
C 3.75 -2.10 -0.44 -0.02
C -0.12 -3.32 1.94 -0.11
H 3.22 -2.81 1.63 0.11
H 2.06 -1.83 0.92 0.08
H 3.26 -2.08 -1.42 0.06
H 4.61 -2.76 -0.45 0.08
H 4.09 -1.06 -0.38 0.05
H -0.48 -2.77 1.08 0.03
H 0.39 -2.72 2.70 0.07
H -0.97 -3.77 2.45 0.08
O -0.93 1.29 4.61 -0.38
S -2.34 0.84 4.71 0.69
O -2.96 0.71 6.03 -0.27
O -3.20 2.00 3.92 -0.28
C -2.78 2.47 2.65 -0.26
C -3.69 3.68 2.36 -0.04
C -2.77 -0.55 3.68 -0.10
H -2.97 1.75 1.85 0.11
H -1.71 2.63 2.74 0.11
H -4.72 3.35 2.27 0.07
H -3.46 4.19 1.42 0.08
H -3.60 4.38 3.19 0.08
H -2.54 -1.44 4.26 0.08
H -2.24 -0.58 2.73 0.05
H -3.84 -0.49 3.46 0.06
O -3.67 -0.25 -1.21 -0.30
S -3.77 -1.27 -0.16 0.69
O -2.58 -1.98 0.34 -0.31
O -4.64 -0.68 1.16 -0.31
C -5.76 0.24 0.85 -0.23
C -6.39 0.60 2.19 -0.05
C -4.86 -2.58 -0.76 -0.10
H -6.43 -0.30 0.19 0.11
H -5.34 1.06 0.28 0.11
H -5.70 1.10 2.86 0.06
H -6.88 -0.25 2.67 0.09
H -7.06 1.45 2.04 0.08
H -4.29 -3.34 -1.28 0.07
H -5.63 -2.16 -1.41 0.07
H -5.32 -2.96 0.15 0.07
```

Calculated values
frontier orbital gap	7.92	eV
LUMO level	-1.34	eV

(5)
ORCA calculation (ωB97M-V/def2-TZVPD) on a structure of composition C23H58AlFN3.

XYZ file:
```
86
Properties=species:S:1:pos:R:3:lowdin_charge:R:1
C 1.13 -2.70 -0.35 -0.13
C 0.38 -1.54 -1.00 -0.27
C -0.80 -1.03 -0.16 -0.25
C -2.04 -0.71 -1.00 -0.31
C -2.80 -1.92 -1.58 -0.30
Al -3.16 -3.55 -0.43 0.12
F -4.27 -3.09 0.80 -0.34
H 0.52 -3.61 -0.36 0.04
H 1.36 -2.48 0.70 0.06
H 2.08 -2.91 -0.86 0.06
H 1.09 -0.72 -1.18 0.09
H 0.02 -1.85 -1.98 0.10
H -0.49 -0.10 0.35 0.08
H -1.04 -1.76 0.62 0.08
H -2.73 -0.11 -0.40 0.09
H -1.70 -0.04 -1.81 0.09
H -3.78 -1.56 -1.91 0.02
H -2.30 -2.27 -2.50 0.03
H -1.80 -4.11 0.29 -0.10
H -3.82 -4.72 -1.36 -0.11
C -3.86 -4.95 -6.15 -0.10
C -4.59 -4.52 -4.89 -0.27
N -5.52 -3.42 -5.12 -0.20
C -5.98 -2.80 -3.88 -0.24
C -6.86 -3.64 -2.94 -0.09
C -6.52 -3.64 -6.14 -0.26
C -7.45 -4.85 -5.98 -0.09
H -3.34 -4.10 -6.60 0.08
H -3.12 -5.71 -5.89 0.07
H -4.53 -5.38 -6.90 0.06
H -3.87 -4.18 -4.14 0.11
H -5.08 -5.40 -4.44 0.10
H -6.51 -1.88 -4.14 0.11
H -5.09 -2.50 -3.33 0.08
H -7.88 -3.72 -3.30 0.05
H -6.88 -3.16 -1.96 0.07
H -6.45 -4.64 -2.80 0.06
H -6.01 -3.72 -7.10 0.10
H -7.12 -2.73 -6.20 0.11
H -6.89 -5.74 -5.70 0.06
H -7.95 -5.06 -6.93 0.06
H -8.22 -4.69 -5.23 0.05
C -0.63 5.35 0.39 -0.09
C -0.27 3.98 0.93 -0.27
N 1.13 3.85 1.30 -0.19
C 1.52 2.47 1.54 -0.24
C 0.90 1.73 2.72 -0.08
C 1.61 4.82 2.26 -0.25
C 0.93 4.89 3.63 -0.08
H 0.02 5.61 -0.45 0.08
H -1.66 5.36 0.04 0.07
H -0.54 6.13 1.15 0.06
H -0.46 3.23 0.15 0.12
H -0.97 3.73 1.75 0.10
H 2.61 2.44 1.64 0.10
H 1.30 1.91 0.62 0.11
H 1.32 2.04 3.68 0.05
H 1.08 0.66 2.62 0.07
H -0.18 1.86 2.76 0.07
H 1.55 5.81 1.80 0.10
H 2.68 4.64 2.40 0.10
H -0.16 4.84 3.55 0.07
H 1.18 5.83 4.12 0.07
H 1.25 4.09 4.29 0.05
C 5.79 0.47 1.89 -0.08
C 6.69 0.92 3.03 -0.27
N 6.83 2.37 3.10 -0.20
C 7.88 2.81 4.00 -0.25
C 7.72 2.52 5.50 -0.09
C 5.58 3.12 3.16 -0.24
C 4.62 2.81 4.31 -0.07
H 6.14 0.86 0.94 0.08
H 5.80 -0.62 1.83 0.08
H 4.75 0.78 2.03 0.06
H 7.69 0.52 2.88 0.12
H 6.32 0.48 3.97 0.10
H 8.01 3.89 3.85 0.11
H 8.81 2.34 3.66 0.11
H 6.98 3.17 5.96 0.05
H 8.67 2.69 6.01 0.07
H 7.42 1.49 5.68 0.07
H 5.05 2.96 2.22 0.09
H 5.84 4.18 3.18 0.11
H 4.52 1.73 4.48 0.07
H 3.62 3.19 4.06 0.04
H 4.91 3.28 5.25 0.06
```

Calculated values
frontier orbital gap	7.02	eV
total charge	-1
LUMO level	2.26	eV

Computed energy, in the same sequence as the records: -96289.925, -78126.960, -49473.255, -96080.590, -38579.089 eV.